Here is a molecular structure, C40H43FFeN10O7S from the OMol25 dataset. Energies are from the ωB97M-V functional and the def2-TZVPD basis.

The calculation puts the HOMO-LUMO gap (spin up / spin down) at 4.235 / 4.263 eV. The energy relative to the best compared isomer or geometry (same formula, charge and spin) comes out at 36.7 kJ/mol. The calculation puts the total energy at -119346.2804 eV. The value obtained for the HOMO energy (spin up / spin down) is -5.996 / -6.025 eV. Its LUMO energy (spin up / spin down) is -0.065 / -0.065 Eh. As for the charge: 0.

Element x y z (Å)
Fe1 0.54891 1.39131 -2.14006
S1 -1.59998 0.78121 -2.80911
C1 -1.63854 -0.83125 -2.18903
N1 -2.59356 -1.38017 -1.50483
N2 -3.62447 -0.55213 -1.20045
C2 -4.56300 -0.94430 -0.27220
C3 -5.47806 0.00276 0.20810
C4 -6.44732 -0.36022 1.12432
C5 -6.54093 -1.67099 1.58061
C6 -5.63781 -2.60960 1.09815
C7 -4.65157 -2.26254 0.18995
N3 -0.58186 -1.77478 -2.38764
N4 0.49478 -1.25673 -2.70960
C8 1.57956 -2.17193 -2.85722
C9 2.85185 -1.65854 -2.63369
C10 3.95618 -2.48523 -2.78501
C11 3.78906 -3.80622 -3.18083
C12 2.51214 -4.30664 -3.41528
C13 1.40089 -3.49610 -3.24880
H1 -3.45414 0.43827 -1.37552
H2 -5.41947 1.02413 -0.15056
H3 -7.14799 0.38787 1.47601
H4 -7.31722 -1.95679 2.27898
H5 -5.70350 -3.63996 1.42946
H6 -3.94893 -2.99364 -0.18309
H7 2.96222 -0.61478 -2.35916
H8 4.94617 -2.08708 -2.60150
H9 4.65239 -4.44706 -3.31282
H10 2.38358 -5.33447 -3.73266
H11 0.40019 -3.86426 -3.42654
C14 3.10258 1.37322 4.97960
C15 3.27267 0.11242 4.14577
N5 2.44261 0.12049 2.94649
C16 2.97075 0.62774 1.79438
C17 2.32962 0.74317 0.60884
C18 3.12677 1.32987 -0.56319
O1 4.33436 1.47289 -0.36062
O2 2.48831 1.59627 -1.61762
C19 0.98200 0.26926 0.52344
O3 0.24639 0.31726 -0.46101
C20 0.42223 -0.32468 1.74825
C21 -0.86951 -0.84477 1.69303
C22 -1.44076 -1.35164 2.82690
F1 -2.66484 -1.91565 2.76052
C23 -0.78462 -1.30572 4.05673
C24 0.50739 -0.81006 4.11016
C25 1.14529 -0.35217 2.94865
N6 -1.40554 -1.72687 5.27200
C26 -0.84531 -2.87630 5.96095
C27 -0.94127 -2.60154 7.47623
N7 -1.95778 -1.50851 7.65456
C28 -3.20556 -1.82474 6.88309
C29 -2.85643 -1.71442 5.38258
H12 3.74373 1.34036 5.86160
H13 2.06752 1.49304 5.30557
H14 3.37027 2.25344 4.39509
H15 3.03837 -0.78121 4.72576
H16 4.30607 0.00199 3.82118
H17 4.00113 0.96248 1.83948
H18 -1.39479 -0.86384 0.74384
H19 0.99271 -0.73361 5.07464
H20 0.19301 -3.01410 5.67410
H21 -1.38331 -3.79907 5.70768
H22 -0.00642 -2.24128 7.90103
H23 -1.28691 -3.46394 8.04242
H24 -1.55360 -0.67422 7.21813
H25 -2.14406 -1.32256 8.63726
H26 -3.98488 -1.12901 7.18298
H27 -3.49979 -2.83157 7.17273
H28 -3.23656 -0.78192 4.96924
H29 -3.34216 -2.53535 4.85055
O4 0.60836 2.89568 -3.46690
N8 0.39251 4.02873 -2.96186
N9 0.13335 4.02130 -1.70785
O5 0.09506 2.90832 -0.99222
C30 -0.10743 5.25382 -1.04966
C31 -0.32376 5.23020 0.32131
C32 -0.56528 6.42105 0.99111
C33 -0.59092 7.62453 0.30503
C34 -0.37532 7.63179 -1.06805
C35 -0.13469 6.45486 -1.75436
H30 -0.30142 4.27820 0.82954
H31 -0.73495 6.40378 2.06079
H32 -0.77822 8.55145 0.83201
H33 -0.39576 8.56624 -1.61438
H34 0.03511 6.45343 -2.81995
O6 3.25196 2.09770 -5.25531
C36 2.67993 1.04589 -5.29689
O7 1.78038 0.62781 -4.40338
C37 2.90162 0.03375 -6.42786
N10 2.21637 -1.24077 -6.15423
C38 1.33374 -1.56933 -7.28687
C39 1.84776 -0.72769 -8.45291
C40 2.30197 0.54886 -7.74895
H35 3.98100 -0.09993 -6.52344
H36 1.56555 -0.29026 -4.68833
H37 2.86913 -1.98372 -5.95199
H38 0.30586 -1.28780 -7.04240
H39 1.34552 -2.64241 -7.47743
H40 1.08600 -0.54632 -9.21137
H41 2.69610 -1.22289 -8.93289
H42 1.44600 1.19485 -7.54063
H43 3.02523 1.13359 -8.31268

***

Here is a molecular structure, C40H43FeN2O6P2S3 at a distorted geometry from the OMol25 dataset. Energies are from the ωB97M-V functional and the def2-TZVPD basis.

The calculation puts the HOMO-LUMO gap (spin up / spin down) at 6.618 / 6.274 eV. The energy relative to the best compared isomer or geometry (same formula, charge and spin) comes out at 8.9 kJ/mol. The calculation puts the total energy at -142898.6766 eV. The expectation value of S² is 8.776. Its multiplicity is 6. The value obtained for the HOMO energy (spin up / spin down) is -12.162 / -12.358 eV. Its LUMO energy (spin up / spin down) is -0.204 / -0.224 Eh. As for the charge: +2.

Element x y z (Å)
Fe1 -0.06367 -1.57896 -1.33073
O1 1.41516 -4.76881 -3.51019
C1 0.99113 -3.60325 -3.06547
O2 0.14714 -3.49984 -2.17512
C2 1.51629 -2.39114 -3.77477
C3 2.13414 -2.52913 -4.98941
C4 2.43089 -1.37790 -5.75713
C5 2.03201 -0.17831 -5.27961
C6 1.34564 -0.11873 -4.00675
N1 1.13048 -1.22890 -3.22908
C7 0.84048 1.14413 -3.78082
O3 0.59069 2.24793 -3.71962
O4 -1.32978 -0.02857 -2.66750
H1 0.99405 -5.44228 -2.93991
H2 2.37151 -3.49819 -5.37256
H3 2.93598 -1.43914 -6.71247
H4 2.13590 0.73674 -5.87023
C8 4.48364 -3.19783 1.58616
C9 3.87629 -4.33315 0.76818
S1 2.36738 -3.86231 -0.16079
C10 1.03264 -4.76352 0.64235
C11 0.40218 -4.07830 1.84016
S2 0.02661 -2.30775 1.50163
C12 1.06093 -1.43149 2.69348
C13 2.55786 -1.29673 2.41118
S3 3.53303 -2.68535 3.04151
H5 4.63958 -2.31304 0.94729
H6 5.47546 -3.51949 1.93846
H7 3.58646 -5.17178 1.41806
H8 4.58474 -4.68599 0.02447
H9 1.39635 -5.75962 0.90567
H10 0.28026 -4.87590 -0.13465
H11 1.08707 -4.08744 2.67890
H12 -0.51356 -4.60892 2.12656
H13 0.87407 -1.92372 3.63542
H14 0.62245 -0.44235 2.74762
H15 2.88390 -0.40426 2.93640
H16 2.75755 -1.19687 1.34389
N2 -3.81456 -3.94868 -0.87728
C14 -4.28250 -2.69084 -0.28199
C15 -2.99712 -1.83768 -0.33570
O5 -2.97306 -0.70519 0.10327
O6 -2.04306 -2.48032 -0.92112
H17 -3.71612 -4.72947 -0.20585
H18 -2.76031 -3.52859 -1.14495
H19 -4.33787 -4.24793 -1.70290
H20 -4.64586 -2.79385 0.74630
H21 -5.05709 -2.19850 -0.87523
C16 -1.21729 1.71524 1.04773
P1 -0.48339 0.68837 -0.27579
C17 -1.54967 1.02475 -1.77039
C18 -2.40804 -0.55046 -3.41509
C19 -3.18109 0.18072 -4.22301
C20 -3.27645 1.63409 -4.32870
C21 -2.96507 2.44449 -3.30598
C22 -2.30787 2.07486 -2.03734
C23 1.17262 1.46214 -0.60224
C24 1.43496 2.83415 -0.69571
C25 2.72517 3.28893 -0.92577
C26 3.77319 2.39607 -1.02285
C27 3.51788 1.02377 -0.92695
C28 2.24052 0.57843 -0.71022
P2 -0.29210 1.94460 2.67993
C29 -1.77042 2.07765 3.78090
C30 -1.83507 3.01238 4.81018
C31 -2.91439 2.99934 5.69732
C32 -3.92324 2.05203 5.57713
C33 -3.83452 1.10818 4.57836
C34 -2.76695 1.12150 3.68164
C35 0.24516 3.69704 2.51278
C36 1.58679 3.96611 2.71475
C37 2.05927 5.26957 2.63521
C38 1.17927 6.31307 2.32049
C39 -0.18242 6.05726 2.15632
C40 -0.62797 4.74715 2.23424
H22 -2.15473 1.20076 1.26365
H23 -1.42104 2.69500 0.59191
H24 -2.50429 -1.61684 -3.35265
H25 -3.92075 -0.41109 -4.76036
H26 -3.69722 2.09387 -5.22823
H27 -3.19913 3.49783 -3.41848
H28 -2.45247 2.78430 -1.22021
H29 0.63702 3.57253 -0.63001
H30 2.92694 4.36185 -1.08265
H31 4.78336 2.73231 -1.20146
H32 4.33726 0.31843 -1.01202
H33 2.06994 -0.49371 -0.52298
H34 -1.04298 3.75918 4.93603
H35 -2.95390 3.75813 6.46698
H36 -4.74339 2.10385 6.26138
H37 -4.62198 0.37891 4.50006
H38 -2.76294 0.35309 2.91301
H39 2.24396 3.15612 2.94338
H40 3.09809 5.48956 2.83006
H41 1.53999 7.34524 2.23573
H42 -0.85888 6.86308 1.97667
H43 -1.70710 4.55736 2.10805

***

Here is a molecular structure, C40H44CrN2O5S3Sb2 at a distorted geometry from the OMol25 dataset. Energies are from the ωB97M-V functional and the def2-TZVPD basis.

The calculation puts the HOMO-LUMO gap (spin up / spin down) at 7.776 / 7.589 eV. The energy relative to the best compared isomer or geometry (same formula, charge and spin) comes out at 104.6 kJ/mol. The calculation puts the total energy at -129409.8467 eV. The expectation value of S² is 3.812. Its multiplicity is 4. The value obtained for the HOMO energy (spin up / spin down) is -10.580 / -10.628 eV. Its LUMO energy (spin up / spin down) is -0.103 / -0.112 Eh. As for the charge: +1.

Element x y z (Å)
Cr1 -0.05360 0.08841 0.73214
O1 1.53968 -0.24314 -1.38993
S1 2.59176 -0.15936 -0.38289
O2 3.24679 -1.41306 -0.08224
N1 1.85459 0.38325 0.93193
C1 2.33037 0.20578 2.22426
C2 3.60959 0.41988 2.68209
C3 3.90155 0.25396 4.04609
C4 2.93801 -0.10140 4.95222
C5 1.61622 -0.33184 4.51749
C6 0.53996 -0.67020 5.36646
C7 -0.70131 -0.89602 4.83216
C8 -0.88629 -0.80601 3.44923
N2 0.08596 -0.46713 2.62349
C9 1.32783 -0.20774 3.14272
C10 3.81591 0.96722 -0.97393
C11 5.03442 0.45422 -1.39482
C12 5.98194 1.32381 -1.90929
C13 5.70329 2.68177 -1.99878
C14 4.48093 3.17833 -1.56459
C15 3.52398 2.32101 -1.04364
H1 4.37891 0.72815 1.98590
H2 4.91362 0.43226 4.38447
H3 3.17783 -0.20250 6.00229
H4 0.70292 -0.73425 6.43494
H5 -1.54343 -1.13702 5.46444
H6 -1.84865 -1.02000 2.99869
H7 5.22138 -0.60869 -1.31481
H8 6.94036 0.94065 -2.23263
H9 6.44214 3.35658 -2.41069
H10 4.27011 4.23825 -1.61820
H11 2.57575 2.70119 -0.68964
S2 -2.27706 -0.06741 -0.02788
Sb1 -2.17754 0.66188 -2.27952
C16 -1.10491 2.15426 -3.37817
C17 -1.76566 3.33764 -3.67397
C18 -1.07759 4.34400 -4.33842
C19 0.25022 4.15643 -4.69411
C20 0.89669 2.96404 -4.39694
C21 0.22427 1.95580 -3.72435
C22 -4.21274 1.25412 -2.58526
C23 -4.92409 0.68922 -3.63859
C24 -6.24896 1.04293 -3.85005
C25 -6.85853 1.97819 -3.02704
C26 -6.14306 2.56216 -1.99176
C27 -4.82483 2.19690 -1.76569
C28 -2.18041 -1.15081 -3.41563
C29 -3.12193 -2.09241 -3.00755
C30 -3.27991 -3.26294 -3.73233
C31 -2.49415 -3.49020 -4.85609
C32 -1.56872 -2.54251 -5.26508
C33 -1.40845 -1.36350 -4.54813
H12 -2.81032 3.47110 -3.41639
H13 -1.57947 5.27233 -4.57672
H14 0.78333 4.94197 -5.21360
H15 1.93283 2.82603 -4.67834
H16 0.73251 1.04166 -3.44623
H17 -4.44672 -0.02367 -4.29833
H18 -6.80223 0.58219 -4.65788
H19 -7.89197 2.25180 -3.19338
H20 -6.61524 3.30099 -1.35745
H21 -4.27565 2.64006 -0.94433
H22 -3.72944 -1.90232 -2.12946
H23 -4.01892 -3.99141 -3.42460
H24 -2.60581 -4.41096 -5.41348
H25 -0.96843 -2.71981 -6.14807
H26 -0.69058 -0.62129 -4.87600
C34 -1.61866 3.66907 0.18470
S3 -0.10742 2.75884 0.43644
O3 -0.31404 1.99284 1.67777
O4 0.99186 3.67329 0.43539
O5 -0.03897 1.75317 -0.66447
H27 -1.60172 4.54076 0.83442
H28 -2.43219 2.99991 0.45765
H29 -1.66884 3.96930 -0.86044
C35 0.87245 -3.37764 -2.62943
C36 1.32725 -3.70160 -1.21166
Sb2 0.27744 -2.51751 0.27792
C37 -1.66370 -3.42812 -0.06092
C38 -1.70881 -4.95100 0.00569
C39 0.84023 -3.54043 2.11653
C40 1.41449 -4.93786 1.89853
H30 1.46752 -3.94294 -3.34941
H31 1.00228 -2.31737 -2.84083
H32 -0.17681 -3.63763 -2.77769
H33 2.38418 -3.50213 -1.07222
H34 1.11950 -4.74161 -0.96167
H35 -1.96826 -3.08094 -1.04443
H36 -2.34981 -2.98636 0.66314
H37 -0.95503 -5.41033 -0.63548
H38 -2.68525 -5.30898 -0.32765
H39 -1.55413 -5.31045 1.02386
H40 -0.06848 -3.57685 2.72150
H41 1.56880 -2.91081 2.62923
H42 0.70634 -5.58593 1.38283
H43 1.65341 -5.39599 2.85972
H44 2.33121 -4.89330 1.31039